The following is a quantum chemistry calculation of a molecular structure, C26H42BCl17I2N3O5, from the Open Molecules 2025 dataset.

Geometry (Å):
C (-0.45881, 0.54335, 6.50887)
C (-1.19161, 1.25422, 5.36598)
O (-2.04691, 0.39385, 4.62453)
C (-1.40553, -0.50753, 3.74131)
C (-2.03602, -0.35309, 2.34474)
C (-2.58254, -1.68131, 1.86490)
O (-1.54677, -2.62264, 1.78132)
C (-0.51318, -2.27464, 0.86076)
B (-0.95158, -2.71712, -0.65133)
N (-2.36554, -3.02697, -0.93093)
O (0.01484, -2.77915, -1.64581)
C (0.67827, -3.19694, 1.20493)
I (0.20465, -5.20116, 0.53459)
C (1.08542, -3.20424, 2.68204)
C (0.36747, -4.14088, 3.64597)
I (3.20923, -3.66353, 2.73148)
C (0.00580, -0.81533, 1.03608)
C (0.99264, -0.38015, -0.04980)
C (2.36335, 0.11138, 0.46528)
C (3.40998, -0.02360, -0.65817)
C (4.17484, 1.28159, -0.86679)
N (5.13013, 1.17607, -1.96571)
C (4.38454, 1.15608, -3.23108)
C (6.05510, 2.28668, -1.91593)
C (7.44539, 1.95558, -1.45096)
O (5.71410, 3.40302, -2.23285)
N (-1.10119, 0.21624, 1.29126)
C (-0.50639, 1.47585, 1.86702)
C (0.09222, 2.52124, 0.94505)
O (0.41571, 3.56700, 1.44020)
C (-1.86121, 0.45542, 0.01457)
C (-3.19016, 1.19012, 0.04380)
C (-3.79534, 1.13673, -1.36295)
Cl (-3.05895, 2.89858, 0.52436)
H (-0.42484, -0.53460, 6.36361)
H (0.56427, 0.91518, 6.58470)
H (-0.93288, 0.76554, 7.46337)
H (-1.84138, 2.02937, 5.76911)
H (-0.47458, 1.76343, 4.71264)
H (-1.59129, -1.52399, 4.09285)
H (-0.32582, -0.35071, 3.78404)
H (-2.85966, 0.34231, 2.50082)
H (-3.13516, -1.62749, 0.92486)
H (-3.28315, -2.02879, 2.62513)
H (-2.40858, -3.88426, -1.47720)
H (-2.74221, -2.31628, -1.55927)
H (-0.13495, -2.16518, -2.37445)
H (1.51759, -2.93542, 0.56740)
H (1.06552, -2.19691, 3.08756)
H (0.44103, -3.72197, 4.65197)
H (0.83159, -5.12371, 3.68901)
H (-0.68785, -4.23486, 3.40039)
H (0.58927, -0.78663, 1.95513)
H (0.59098, 0.42131, -0.66592)
H (1.19023, -1.20859, -0.71971)
H (2.30776, 1.17035, 0.72844)
H (2.67622, -0.48329, 1.32531)
H (4.11986, -0.82263, -0.44917)
H (2.88619, -0.22543, -1.59287)
H (3.42783, 2.05964, -1.10238)
H (4.66278, 1.60150, 0.05797)
H (5.04715, 1.32355, -4.07834)
H (3.59198, 1.91127, -3.24205)
H (3.96085, 0.15939, -3.34660)
H (7.56960, 0.88116, -1.35484)
H (8.15242, 2.36316, -2.16980)
H (7.60671, 2.41778, -0.47671)
H (0.27581, 1.19653, 2.56866)
H (-1.28734, 1.98767, 2.42678)
H (0.27225, 2.33057, -0.12051)
H (-2.07799, -0.52142, -0.41278)
H (-1.21569, 0.95034, -0.70603)
H (-3.90166, 0.72122, 0.72174)
H (-4.85201, 1.38773, -1.29769)
H (-3.68840, 0.14676, -1.80749)
H (-3.32916, 1.89090, -1.99586)
C (0.44270, 1.03250, -4.86164)
Cl (-0.96980, 0.28449, -5.60007)
Cl (0.72888, 0.27880, -3.26903)
Cl (1.85821, 0.78542, -5.87676)
Cl (0.16202, 2.75414, -4.62633)
C (0.65568, -6.48459, -3.90803)
Cl (-0.93034, -5.85356, -3.44027)
Cl (1.67663, -5.15573, -4.46312)
Cl (1.41546, -7.26893, -2.52058)
Cl (0.44798, -7.65746, -5.20599)
C (-2.12970, 7.07615, -0.70884)
Cl (-3.32345, 7.70751, 0.42472)
Cl (-1.08574, 8.37898, -1.26590)
Cl (-1.15404, 5.83836, 0.09406)
Cl (-2.96080, 6.34968, -2.09353)
C (-6.83027, 1.49323, -4.06200)
Cl (-7.76656, 1.84782, -5.50502)
Cl (-5.72637, 2.83319, -3.72101)
Cl (-7.90870, 1.26611, -2.68318)
Cl (-5.88710, 0.01474, -4.31599)

Forces on atoms 1 to 2 (eV/Å):
0.1373 0.4348 0.0120
0.1197 0.0043 0.4332

Multiplicity   1
Total charge   +1
Largest force on an atom   0.91 eV Å⁻¹

Calculated atomic charges, method Mulliken, unit e:
1. C -1.201
2. C 0.055
3. O -0.527
4. C -1.473
5. C 0.685
6. C -1.421
7. O -0.211
8. C -0.064
9. B 0.918
10. N -0.497
11. O -0.529
12. C -1.155
13. I 0.088
14. C 0.241
15. C -1.474
16. I 0.150
17. C -0.488
18. C -1.073
19. C -0.856
20. C -0.606
21. C -0.912
22. N 0.032
23. C -1.003
24. C 0.682
25. C -1.254
26. O -0.531
27. N 1.163
28. C -0.659
29. C -1.082
30. O -0.586
31. C -0.597
32. C 0.746
33. C -1.477
34. Cl -0.101
35. H 0.318
36. H 0.332
37. H 0.328
38. H 0.519
39. H 0.021
40. H 0.328
41. H 0.644
42. H 0.910
43. H 0.258
44. H 0.640
45. H 0.230
46. H 0.030
47. H 0.163
48. H 0.953
49. H 0.278
50. H 0.393
51. H 0.526
52. H 0.312
53. H -0.081
54. H -0.775
55. H 1.870
56. H 0.403
57. H 0.506
58. H 0.337
59. H 0.005
60. H 0.374
61. H 0.416
62. H 0.429
63. H 0.341
64. H 0.325
65. H 0.341
66. H 0.387
67. H 0.300
68. H 0.709
69. H 1.005
70. H 0.568
71. H -0.925
72. H 0.638
73. H 0.561
74. H 0.486
75. H 0.265
76. H 0.397
77. C 0.246
78. Cl -0.111
79. Cl 0.065
80. Cl -0.089
81. Cl -0.093
82. C 0.326
83. Cl -0.097
84. Cl -0.091
85. Cl -0.089
86. Cl -0.085
87. C 0.292
88. Cl -0.095
89. Cl -0.090
90. Cl -0.044
91. Cl -0.082
92. C 0.316
93. Cl -0.088
94. Cl -0.049
95. Cl -0.095
96. Cl -0.098



The following is a quantum chemistry calculation of a molecular structure, C26H42BrClGaIN11O, from the Open Molecules 2025 dataset.

Geometry (Å):
C (2.56194, -1.40074, 3.67523)
C (2.80101, -2.19830, 2.40094)
O (3.13778, -1.64382, 1.38362)
N (2.62967, -3.62851, 2.46804)
C (1.44872, -4.07612, 1.69680)
C (0.11580, -3.68963, 2.36804)
C (-0.48632, -2.48537, 1.60459)
C (-1.85965, -2.03562, 2.16110)
Ga (-1.90884, -0.00401, 2.21898)
Cl (-3.97928, 0.68490, 1.59090)
Br (-0.35320, 1.01670, 0.63906)
I (-1.23590, 0.71975, 4.63117)
H (3.55024, -1.16268, 4.07945)
H (1.98841, -0.49299, 3.48974)
H (2.02386, -2.04176, 4.37488)
H (3.44280, -3.99374, 1.97562)
H (1.49115, -3.56840, 0.71889)
H (1.52388, -5.14598, 1.48975)
H (-0.59129, -4.52056, 2.41000)
H (0.27079, -3.32428, 3.38855)
H (-0.56969, -2.67311, 0.53097)
H (0.22674, -1.66349, 1.74345)
H (-2.06237, -2.41817, 3.16489)
H (-2.66651, -2.35562, 1.49391)
C (1.94479, -7.75271, 3.29092)
C (0.61033, -7.48106, 2.75629)
N (-0.43285, -7.26802, 2.32915)
H (1.86271, -8.16095, 4.29652)
H (2.45864, -8.46963, 2.65383)
H (2.52138, -6.82879, 3.32432)
C (-1.09584, -0.66476, 9.53056)
C (-1.34108, -0.42451, 8.10882)
N (-1.53424, -0.22503, 6.99252)
H (-0.10283, -0.30760, 9.79999)
H (-1.83794, -0.13677, 10.12671)
H (-1.16091, -1.73067, 9.74167)
C (-3.54280, -0.13661, -2.10721)
C (-3.57223, -1.34792, -2.92894)
N (-3.59537, -2.29292, -3.58102)
H (-2.61841, -0.09520, -1.53196)
H (-3.60326, 0.74284, -2.74785)
H (-4.38645, -0.13370, -1.41782)
C (-4.43061, 1.26243, -5.87047)
C (-4.27849, 2.48662, -5.08498)
N (-4.15897, 3.44662, -4.46576)
H (-4.77388, 1.50898, -6.87019)
H (-3.47776, 0.74999, -5.94046)
H (-5.15706, 0.60397, -5.39294)
C (-0.94009, 4.20402, -7.01275)
C (-1.75470, 3.03526, -7.34135)
N (-2.39462, 2.11807, -7.59925)
H (-1.45094, 5.11048, -7.33295)
H (-0.77193, 4.25179, -5.93845)
H (0.02095, 4.13712, -7.52050)
C (-6.33551, 3.07944, -1.65944)
C (-6.90680, 1.79590, -1.25722)
N (-7.35788, 0.78743, -0.95378)
H (-5.70343, 2.94626, -2.53513)
H (-7.13242, 3.78008, -1.90236)
H (-5.73372, 3.48890, -0.85001)
C (2.10225, 2.59116, 9.37179)
C (0.93370, 2.50067, 8.49408)
N (0.02302, 2.42944, 7.79958)
H (2.70005, 3.45908, 9.10115)
H (1.78055, 2.68885, 10.40708)
H (2.71085, 1.69449, 9.27009)
C (3.30759, -5.65082, -1.64881)
C (3.80057, -5.92579, -0.30027)
N (4.18783, -6.14454, 0.75614)
H (2.26391, -5.94964, -1.72653)
H (3.38976, -4.58603, -1.85920)
H (3.89534, -6.20712, -2.37643)
C (2.78604, 5.82736, -5.28970)
C (1.47630, 5.39815, -4.79611)
N (0.45132, 5.06166, -4.40537)
H (3.31781, 6.35840, -4.50184)
H (3.36841, 4.96488, -5.59184)
H (2.65925, 6.48892, -6.14448)
C (6.13867, 7.25625, -7.68102)
C (5.55768, 5.97140, -7.29009)
N (5.10292, 4.96404, -6.98363)
H (6.78989, 7.11907, -8.54170)
H (5.34650, 7.95575, -7.94074)
H (6.71878, 7.66431, -6.85585)

Forces on atoms 1 to 2 (eV/Å):
-0.2279 -0.9183 -0.1706
-0.4024 0.8532 0.0033

Multiplicity   1
Total charge   -1
Largest force on an atom   3.01 eV Å⁻¹

Calculated atomic charges, method Mulliken, unit e:
1. C -0.985
2. C 0.439
3. O -0.575
4. N -0.307
5. C -0.211
6. C -0.933
7. C -0.306
8. C -0.667
9. Ga 0.234
10. Cl -0.463
11. Br -0.538
12. I -0.192
13. H 0.399
14. H 0.191
15. H 0.271
16. H 0.327
17. H 0.314
18. H 0.182
19. H 0.467
20. H 0.233
21. H 0.306
22. H -0.093
23. H 0.487
24. H 0.411
25. C -0.726
26. C 0.408
27. N -0.428
28. H 0.302
29. H 0.263
30. H 0.225
31. C -0.808
32. C 0.427
33. N -0.424
34. H 0.186
35. H 0.248
36. H 0.308
37. C 0.057
38. C 0.293
39. N -0.483
40. H 0.019
41. H -0.043
42. H 0.106
43. C -1.041
44. C 0.453
45. N -0.506
46. H 0.419
47. H 0.334
48. H 0.339
49. C -0.637
50. C 0.345
51. N -0.451
52. H 0.281
53. H 0.172
54. H 0.309
55. C -0.338
56. C 0.348
57. N -0.436
58. H -0.084
59. H 0.310
60. H 0.246
61. C -0.853
62. C 0.315
63. N -0.311
64. H 0.327
65. H 0.268
66. H 0.260
67. C -0.847
68. C 0.471
69. N -0.478
70. H 0.268
71. H 0.270
72. H 0.348
73. C -0.779
74. C 0.307
75. N -0.463
76. H 0.354
77. H 0.314
78. H 0.248
79. C -0.807
80. C 0.397
81. N -0.428
82. H 0.297
83. H 0.266
84. H 0.273



| no. | E_HOMO (eV) | calculated total energy (a.u.) | lowest unoccupied orbital energy (eV) |
| --- | --- | --- | --- |
| 1 | -11.2 | -9999.5901 | -2.464 |
| 2 | -4.3 | -6950.2410 | 1.312 |